This record from the OMol25 dataset describes a single C5H9N molecule in a non-equilibrium geometry. The level of theory is ωB97M-V/def2-TZVPD.

```
15
Properties=species:S:1:pos:R:3:forces:R:3:nbo_charge:R:1
C 0.67481 -1.17432 -0.75950 -0.02 -0.05 -0.02 -0.612
C 0.46029 -0.17628 0.37692 0.00 0.44 0.03 -0.206
C 0.77099 1.25204 -0.08293 -0.67 2.20 0.50 -0.628
C -0.96658 -0.25384 0.95081 -0.08 -0.19 0.37 -0.511
C -1.94239 0.20064 -0.02023 -0.32 0.78 -1.54 0.289
N -2.51488 0.65898 -0.91478 0.15 -0.52 0.91 -0.335
H 0.45464 -2.19491 -0.43183 0.05 0.07 -0.04 0.208
H 1.71108 -1.14708 -1.11415 -0.16 0.02 0.08 0.218
H 0.02377 -0.94036 -1.61054 0.08 -0.02 0.16 0.219
H 1.11957 -0.43636 1.21591 -0.05 0.07 -0.17 0.208
H 0.40496 1.50552 -1.08338 -0.13 -0.60 -0.06 0.223
H 1.84290 1.47547 -0.13097 -0.14 -0.20 0.28 0.220
H 0.25382 2.11382 0.52724 1.08 -1.82 -0.57 0.212
H -1.07283 0.38797 1.83035 0.15 -0.11 0.00 0.249
H -1.22014 -1.27129 1.24707 0.06 -0.07 0.08 0.245
```
Forces are in eV/Å.

Calculated values
Net charge: 0
Energy above the lowest of the compared OMol25 structures with the same formula, charge and spin in eV: 0.2529
Molecular weight in u: 83.13
E_HOMO in eV: -11.4
Max |F| in hartree/bohr: 0.0457
SMILES string: CC(C)CC#N
Orbital gap in Eh: 0.45276

=====

This record from the OMol25 dataset describes a single C3H8N2 molecule in a non-equilibrium geometry. The level of theory is ωB97M-V/def2-TZVPD.

```
13
Properties=species:S:1:pos:R:3:forces:R:3:nbo_charge:R:1
N 1.28051 -1.01296 0.75394 -0.43 -3.74 2.75 -0.803
C 0.25510 -0.08910 0.85813 -6.57 3.47 0.41 -0.042
C -1.18125 -0.38379 0.03558 4.04 1.39 0.17 -0.463
C -0.25435 0.92758 -0.16758 -0.92 -4.37 -2.83 -0.082
N 0.22518 0.59332 -1.52615 -1.19 0.87 0.32 -0.874
H 2.06905 -0.71949 1.33568 -0.04 -0.01 -0.31 0.363
H 0.87145 -1.93474 1.34468 1.65 2.99 -2.21 0.364
H -0.14458 0.53796 1.77036 1.56 -2.06 -0.40 0.169
H -2.21501 -0.36267 0.28741 -0.33 0.09 1.12 0.210
H -0.90406 -1.01087 -0.83213 -0.59 0.22 0.84 0.222
H -0.62910 1.91153 0.11728 0.39 -0.16 -0.01 0.196
H -0.48230 0.55126 -2.30239 1.45 0.61 1.32 0.379
H 1.10937 0.99196 -1.67479 0.97 0.69 -1.18 0.361
```
Forces are in eV/Å.

Calculated values
Net charge: 0
Energy above the lowest of the compared OMol25 structures with the same formula, charge and spin in eV: 4.2469
Molecular weight in u: 72.11
E_HOMO in eV: -8.5
Max |F| in hartree/bohr: 0.1448
SMILES string: N[C@@H]1C[C@@H]1N
Orbital gap in Eh: 0.35010

=====

This record from the OMol25 dataset describes a molecular structure, C20H23FeN3O2S in a non-equilibrium geometry. The level of theory is ωB97M-V/def2-TZVPD.

```
50
Properties=species:S:1:pos:R:3:forces:R:3:lowdin_spin:R:1
Fe 1.78085 -9.95754 11.60068 0.24 -0.11 -0.20 3.693
C 6.31254 -11.06550 13.60836 0.77 -0.46 0.31 0.000
C 6.55014 -11.04488 12.10839 -0.46 -0.19 0.42 0.000
C 7.60107 -12.07112 11.70236 0.68 0.63 -0.62 0.000
C 5.27362 -11.28082 11.32255 0.51 0.48 -0.36 0.002
C 4.94020 -10.44630 10.24634 0.01 0.26 -0.23 0.002
C 3.88499 -10.75019 9.40248 -0.31 -0.54 0.34 0.002
C 3.11159 -11.91452 9.61227 0.03 1.13 -0.06 0.004
C 2.05163 -12.30349 8.64206 0.79 -1.00 -1.26 0.000
C 3.34100 -12.63475 10.74735 0.63 -1.09 1.22 0.005
C 4.45363 -12.34847 11.58491 -1.37 -0.85 0.54 0.004
H 7.23136 -10.75218 14.12611 -0.19 -0.22 -0.06 0.000
H 6.05132 -12.07039 13.95209 0.05 0.05 0.07 0.000
H 5.53929 -10.39342 13.91487 -0.61 0.47 0.07 0.000
H 6.94705 -10.06079 11.89019 -0.06 0.31 -0.39 0.000
H 7.29757 -13.08888 11.93168 -0.11 -0.11 -0.14 0.000
H 8.55347 -11.87376 12.21392 -0.22 -0.06 0.02 0.000
H 7.80552 -11.93742 10.62001 -0.13 -0.47 0.49 0.000
H 5.50812 -9.52334 10.10809 -0.12 -0.29 -0.08 0.000
H 3.55336 -10.11483 8.59767 0.35 0.36 -0.18 0.000
H 1.18599 -12.78884 9.10641 0.24 0.13 -0.14 0.000
H 2.53874 -13.02657 7.89832 -0.86 0.78 0.89 0.000
H 1.76503 -11.42907 8.06303 -0.33 -0.02 -0.08 0.000
H 2.67490 -13.49194 10.95005 0.50 0.47 0.11 0.000
H 4.57936 -12.93976 12.51714 0.06 0.31 -0.86 0.000
S 3.09079 -8.45187 12.88510 -0.01 0.05 -0.16 0.078
C 2.66551 -9.72258 13.98364 0.29 -0.22 0.96 0.023
C 3.02313 -9.77159 15.33900 -0.20 1.26 0.19 0.003
C 2.54554 -10.77224 16.13577 0.24 -0.86 -0.16 0.004
C 1.80391 -11.80969 15.56984 0.07 0.17 -0.61 0.002
C 1.51162 -11.76175 14.22728 0.08 0.84 0.37 0.009
N 1.92987 -10.71379 13.48962 -0.54 -0.99 -0.56 0.042
H 3.50716 -8.88503 15.72998 0.31 -0.27 0.16 0.001
H 2.78520 -10.87753 17.18065 0.08 0.46 0.24 0.000
H 1.46552 -12.62742 16.15559 -0.26 -0.53 0.43 0.000
H 0.86514 -12.49135 13.76066 0.15 0.01 -0.31 0.000
C -0.48428 -8.22639 7.08304 0.35 -0.01 -1.35 0.000
N -0.55929 -9.06014 8.25068 -0.37 -0.95 -0.46 0.001
C -1.43408 -10.15706 8.27943 0.68 0.20 0.86 0.003
C -1.37841 -11.11008 9.24171 -0.18 0.68 -0.68 0.000
C -0.34972 -10.99140 10.25871 -0.47 0.22 -0.12 0.014
O -0.16835 -11.78330 11.18951 0.11 -0.03 0.00 0.032
N 0.44841 -9.89299 10.17153 0.64 0.87 -0.44 0.044
C 0.47520 -8.92964 9.16779 -0.53 -1.34 1.00 0.013
O 1.32583 -8.06174 9.11278 -0.24 -0.08 -0.24 0.013
H -1.36375 -8.37940 6.45828 -0.01 -0.03 0.12 0.000
H 0.41466 -8.40631 6.44643 -0.51 -0.22 0.59 0.000
H -0.42673 -7.19488 7.35103 -0.07 0.70 0.34 0.000
H -2.19667 -10.18906 7.50891 0.20 0.19 -0.02 0.000
H -2.12251 -11.88978 9.27191 0.13 -0.13 0.04 0.000
```
Forces are in eV/Å.

Calculated values
Spin multiplicity: 5
Net charge: 0
Molecular weight in u: 425.33
E_HOMO (alpha / beta) in eV: -8.0 / -8.0
Max |F| in hartree/bohr: 0.0349
Orbital gap (alpha / beta) in Eh: 0.31768 / 0.30990

=====

This record from the OMol25 dataset describes a gas-phase ion, C8H18ClNP (charge +1) in a non-equilibrium geometry. The level of theory is ωB97M-V/def2-TZVPD.

```
29
Properties=species:S:1:pos:R:3:forces:R:3:nbo_charge:R:1
C -2.20447 0.35615 -1.18078 -0.08 1.96 -3.90 -0.461
N -1.52779 -0.71328 -0.57857 3.06 -1.91 1.05 -0.439
C -2.37212 -1.26134 0.46890 0.02 0.26 2.17 -0.442
P -1.13154 -2.24450 -1.76824 -0.07 1.06 -0.04 0.822
Cl -2.75605 -2.22562 -2.96556 -0.06 0.13 -0.19 -0.220
C -0.03862 -0.32701 -0.00845 -2.10 -0.73 -1.68 0.023
C 0.75727 0.30839 -1.14961 -0.43 -0.92 0.58 -0.454
C 2.22547 0.41895 -0.84772 1.85 0.93 -1.07 -0.403
C 2.38536 1.15724 0.45965 -0.60 -1.81 1.50 -0.407
C 1.47397 0.44131 1.49953 0.07 -0.54 0.63 -0.372
C -0.05463 0.47557 1.27104 1.48 -0.92 -0.28 -0.473
H -3.13026 -0.10279 -1.49246 -1.01 0.83 0.41 0.236
H -2.24316 1.28140 -0.54314 -0.18 -1.07 -0.67 0.252
H -1.77657 0.56610 -2.25973 -0.30 0.09 2.29 0.235
H -3.19612 -1.75472 0.00952 -1.18 0.25 -0.20 0.228
H -1.87140 -2.06303 0.95514 0.84 -0.65 0.51 0.220
H -2.62058 -0.55903 1.32147 -0.05 -0.36 -1.49 0.244
H -1.72287 -3.16598 -0.90696 0.09 -0.17 0.47 -0.036
H 0.40467 -1.34133 0.06197 -0.34 0.40 0.82 0.209
H 0.34477 1.25821 -1.41883 -0.15 0.75 -0.06 0.221
H 0.70169 -0.32818 -1.99989 -0.46 -0.51 -0.94 0.226
H 2.58843 1.09960 -1.66969 0.15 -0.89 0.65 0.234
H 2.87686 -0.53681 -0.89556 -1.49 1.29 0.14 0.228
H 3.38617 1.04658 0.87375 0.14 0.48 -0.26 0.235
H 2.07256 2.17324 0.38283 0.09 0.94 -0.13 0.210
H 1.65558 -0.64823 1.40124 0.71 0.52 0.61 0.186
H 1.66105 0.73533 2.52774 0.34 0.11 0.02 0.234
H -0.58367 0.08664 2.12885 0.07 -0.95 0.08 0.231
H -0.41525 1.46572 1.27344 -0.42 1.43 -1.04 0.230
```
Forces are in eV/Å.

Calculated values
Net charge: +1
Energy above the lowest of the compared OMol25 structures with the same formula, charge and spin in eV: 1.6872
Molecular weight in u: 194.67
E_HOMO in eV: -14.2
Max |F| in hartree/bohr: 0.0849
SMILES string: C[N+](C)(PCl)C1CCCCC1
Orbital gap in Eh: 0.38933

=====

This record from the OMol25 dataset describes 2 unconnected molecules or ions with the total composition C6H11OP in a non-equilibrium geometry. The level of theory is ωB97M-V/def2-TZVPD.

```
19
Properties=species:S:1:pos:R:3:forces:R:3:nbo_charge:R:1
C -2.32957 -1.49473 -1.25856 -1.31 1.02 1.16 -0.308
C -1.08977 -1.28171 -0.91249 -0.32 1.62 1.29 -0.537
C 1.79362 -0.11616 0.78342 -3.59 2.54 0.23 -0.391
C 1.55518 1.30112 0.25034 0.69 1.88 -1.98 -0.394
C 0.38476 -0.50367 1.41384 0.70 0.23 -0.83 -0.723
C 0.31244 1.22393 -0.69654 1.49 -1.28 0.69 -0.743
O -2.91792 1.26256 0.66239 2.92 -1.63 -0.57 -0.587
P -0.85952 0.14184 0.20851 -2.01 0.37 0.33 1.223
H -2.78532 -1.98108 -2.05037 -0.05 -1.70 -1.51 0.200
H -3.08330 -0.99951 -0.65089 0.03 0.40 -0.12 0.226
H -0.18844 -1.68778 -1.25105 1.08 -0.79 -1.06 0.209
H 1.89200 -0.77071 -0.01215 0.90 -1.44 -1.48 0.193
H 2.53911 -0.11138 1.48302 2.08 -0.48 1.63 0.223
H 1.36990 1.96879 1.07366 -0.21 0.24 0.54 0.205
H 2.34525 1.91320 -0.40525 -1.00 -1.89 1.56 0.217
H 0.35545 -1.57224 1.30523 -0.47 -0.61 0.58 0.236
H 0.12482 -0.18120 2.41935 0.50 0.02 0.07 0.249
H -0.22640 2.14519 -0.76637 0.15 0.71 -0.92 0.263
H 0.80772 0.74352 -1.59608 -1.58 0.78 0.41 0.239
```
Forces are in eV/Å.

Calculated values
Net charge: 0
Energy above the lowest of the compared OMol25 structures with the same formula, charge and spin in eV: 6.4028
Molecular weight in u: 130.13
E_HOMO (alpha / beta) in eV: -8.9 / -9.0
Max |F| in hartree/bohr: 0.0856
Orbital gap (alpha / beta) in Eh: 0.31795 / 0.31655

=====

This record from the OMol25 dataset describes 2 unconnected molecules or ions with the total composition C3H9OS. The level of theory is ωB97M-V/def2-TZVPD.

```
14
Properties=species:S:1:pos:R:3:forces:R:3:nbo_charge:R:1
S 0.57150 -2.61118 -1.11955 0.01 -0.15 0.06 -0.990
H 1.12868 -3.13360 -2.22037 0.01 0.00 -0.06 0.098
H 0.46885 -0.57456 -1.62562 -0.22 0.85 0.25 0.501
C -0.81960 0.57371 -0.65528 0.12 -0.30 -0.59 -0.064
O 0.25238 0.42197 -1.57432 0.00 -0.36 0.19 -0.816
C -0.37721 1.16111 0.68501 0.51 -0.76 -0.38 -0.417
C 0.51910 0.17506 1.44383 -0.19 0.25 0.40 -0.612
H -1.28020 -0.41382 -0.53659 -0.11 0.03 0.31 0.180
H -1.57682 1.22315 -1.11412 0.02 0.09 0.02 0.139
H -1.25544 1.36100 1.30561 -0.02 0.31 -0.10 0.178
H 0.17089 2.08011 0.45431 -0.15 0.10 0.22 0.188
H 0.94321 0.64470 2.34121 -0.05 -0.08 -0.06 0.178
H 1.33538 -0.22788 0.85400 0.03 0.09 -0.30 0.238
H -0.08072 -0.67977 1.76189 0.04 -0.06 0.04 0.200
```
Forces are in eV/Å.

Calculated values
Net charge: -1
Energy above the lowest of the compared OMol25 structures with the same formula, charge and spin in eV: 0.1642
Molecular weight in u: 93.17
E_HOMO in eV: -3.1
Max |F| in hartree/bohr: 0.0192
Orbital gap in Eh: 0.26294